Density functional theory data (wB97M-V/def2-TZVPD) for a molecular structure, C18H60AsF6O12 in a non-equilibrium geometry.

Last column: Mulliken charge in e.
Geometry (Å):
As -8.390349 21.748753 0.292503  2.046
F -9.605346 20.452801 0.290541  -0.323
F -8.448407 21.825433 -1.450993  -0.417
F -7.276211 23.108108 0.278028  -0.371
F -8.211863 21.686844 2.021515  -0.439
F -7.126370 20.521395 0.194779  -0.402
F -9.720469 22.885069 0.480930  -0.541
O -7.080527 18.603200 3.235767  -0.585
H -7.564473 17.806169 3.467433  0.282
H -6.897367 18.510574 2.284958  0.387
O -8.823695 17.923879 0.617192  -0.695
H -9.229002 17.917835 1.488354  0.316
H -9.221685 18.692425 0.179177  0.186
O -12.575055 21.002595 -1.770707  -0.656
H -12.320305 20.603651 -2.618281  0.409
H -11.755376 21.072236 -1.269588  0.180
O -7.453608 20.336151 5.450339  -0.640
H -7.173851 19.954011 4.599816  0.361
H -6.882388 19.911193 6.095141  0.265
O -9.477351 22.086706 4.771872  -0.693
H -8.997798 21.633972 5.475399  0.313
H -9.149261 21.685106 3.957524  0.335
O -9.612507 24.796731 3.498515  -0.688
H -9.613598 24.528146 2.574955  0.310
H -9.355509 23.998324 3.982166  0.374
C -3.347532 23.111464 -1.220596  -1.044
C -4.189226 22.950533 -2.481864  0.602
C -4.703094 21.503246 -2.591914  -1.269
O -5.394368 23.719771 -2.494068  -0.541
H -4.015521 22.813174 -0.400332  -0.057
H -3.283798 24.146040 -0.873284  0.459
H -2.452149 22.498035 -1.230125  0.408
H -3.590218 23.226939 -3.352677  0.258
H -5.136585 21.234185 -1.625608  0.112
H -3.852799 20.842949 -2.777684  0.465
H -5.460698 21.380917 -3.365024  0.403
H -6.057823 23.084677 -2.205798  0.162
C -12.417021 20.652337 2.660810  -1.240
C -13.255698 21.561948 1.736149  0.904
C -14.456484 22.137928 2.500796  -1.502
O -12.440230 22.688844 1.435078  -0.530
H -12.457761 21.163950 3.620811  0.391
H -11.398085 20.445989 2.336684  0.224
H -12.902279 19.675185 2.754921  0.318
H -13.576373 21.174794 0.765215  0.135
H -14.897937 21.417203 3.195793  0.361
H -15.274076 22.297764 1.793899  0.387
H -14.201264 23.044737 3.042792  0.336
H -11.521083 22.439994 1.301357  0.116
C -9.961522 18.744087 -2.508967  -1.087
C -10.027025 19.659326 -3.751424  1.645
C -9.157700 19.279321 -4.969732  -1.223
O -11.367715 19.926603 -4.163113  -0.576
H -10.700723 19.120084 -1.801913  0.057
H -8.984451 18.661660 -2.037583  0.199
H -10.306586 17.726986 -2.722940  0.436
H -9.558609 20.568469 -3.371664  -0.881
H -9.757394 19.155012 -5.875534  0.325
H -8.647437 18.314460 -4.896801  0.370
H -8.377990 20.002505 -5.205807  0.275
H -11.582689 19.181736 -4.734017  0.364
C -7.101069 26.527029 -0.614308  -0.737
C -5.699053 26.826716 -0.161505  0.430
C -5.468349 26.295354 1.249563  -1.095
O -4.833439 26.164816 -1.060158  -0.557
H -7.268921 26.947241 -1.606861  0.289
H -7.814008 26.846380 0.147680  0.435
H -7.228221 25.449267 -0.744115  -0.262
H -5.526916 27.905427 -0.166351  0.364
H -5.103656 25.267651 1.164881  0.140
H -6.358674 26.248938 1.876476  0.347
H -4.647603 26.792740 1.771638  0.332
H -5.151808 25.272778 -1.253895  0.239
C -3.924228 20.422525 1.541277  -0.811
C -4.144787 19.155020 0.760101  1.075
C -3.200545 18.012330 1.177033  -1.584
O -5.461126 18.649954 0.791134  -0.710
H -4.470128 21.234548 1.059921  -0.162
H -2.854103 20.644745 1.521722  0.408
H -4.198097 20.415707 2.596940  0.292
H -3.871390 19.264722 -0.298102  -0.107
H -3.529058 17.015757 0.886173  0.379
H -3.117098 17.972983 2.270857  0.351
H -2.152736 18.138557 0.895915  0.376
H -6.123599 19.362023 0.691967  0.394
C -9.768102 23.547248 -4.335755  -0.575
C -10.427427 24.636411 -3.488904  0.081
C -10.128183 24.489519 -1.992551  0.199
O -10.002185 25.901445 -4.044369  -0.596
H -8.683720 23.541658 -4.222860  0.266
H -10.142853 23.571054 -5.359321  0.342
H -10.144134 22.578659 -3.990168  -0.160
H -11.506875 24.592916 -3.634374  0.321
H -10.517192 23.484318 -1.827440  0.022
H -10.668834 25.295677 -1.500926  0.393
H -9.084501 24.473905 -1.683484  -0.541
H -9.065512 25.805684 -4.240496  0.349

Force components x, y, z for each atom (eV/Å):
As -0.2 0.9 0.4
F 0.4 0.7 -0.1
F 0.0 -0.2 0.5
F -0.1 -0.9 -0.2
F -0.3 -0.3 -0.2
F -0.5 0.9 -0.4
F 0.5 -0.6 -0.1
O -0.1 -0.1 -0.1
H 0.0 0.0 0.1
H 0.2 0.0 0.2
O 0.0 -0.3 -0.1
H -0.1 0.1 0.0
H 0.2 -0.1 0.3
O 0.0 -0.1 -0.1
H 0.0 0.1 0.1
H 0.0 0.1 0.0
O 0.3 -0.2 0.1
H -0.2 0.0 0.0
H 0.0 0.0 0.0
O -0.3 0.2 -0.1
H 0.2 -0.1 -0.2
H 0.0 0.0 0.1
O 0.2 0.1 0.0
H 0.0 0.0 0.0
H -0.2 -0.1 0.1
C -2.0 0.5 0.9
C -0.4 -1.0 -0.4
C 1.2 0.0 0.1
O 0.4 0.5 0.4
H 0.2 -0.8 0.0
H 1.0 0.2 -0.8
H 0.2 0.3 0.1
H -0.2 0.1 -0.1
H -0.1 -0.1 0.0
H -0.2 -0.3 0.0
H 0.1 0.1 -0.2
H -0.5 0.4 0.2
C -1.3 -0.4 -0.4
C 1.1 0.7 0.6
C -0.7 -0.9 -0.5
O -0.1 0.8 -0.2
H 0.5 -0.2 0.2
H 0.1 0.4 -0.1
H -0.1 0.0 0.2
H 0.0 -0.7 0.3
H 0.3 -0.1 0.1
H 0.1 0.6 0.0
H 0.1 0.0 -0.1
H 0.0 -0.1 -0.1
C -1.0 -0.5 -0.8
C 1.7 0.1 0.6
C 0.0 -0.9 -0.3
O 0.3 -0.2 0.1
H 0.2 0.1 0.2
H 0.1 0.3 -0.2
H 0.1 -0.1 -0.2
H -0.7 0.5 -0.2
H -0.2 0.3 0.0
H 0.0 0.0 0.5
H -0.2 0.2 0.1
H -0.4 0.1 0.0
C -0.4 -0.1 0.0
C -0.5 -1.0 0.4
C 0.6 -0.6 0.3
O 1.2 0.9 -0.3
H -0.3 0.3 0.2
H -0.3 0.2 -0.4
H 0.1 -0.1 0.3
H 0.3 -0.1 -0.4
H -0.3 -0.1 -0.1
H 0.0 0.3 0.0
H -0.2 0.3 0.0
H -0.3 0.1 -0.1
C 0.3 0.5 -0.2
C 0.7 -1.5 -0.6
C 0.2 0.0 1.6
O -0.6 -0.1 0.5
H 0.1 0.1 0.1
H 0.0 0.2 -0.2
H -0.3 -0.5 -0.1
H -0.2 0.8 -0.1
H -0.2 0.2 -0.4
H -0.3 0.0 0.1
H -0.2 0.3 -0.6
H 0.7 -0.3 -0.2
C -1.2 -0.8 0.6
C 1.5 0.3 -0.6
C -0.6 -0.2 -1.3
O -0.3 0.1 0.3
H 0.0 0.1 -0.3
H 0.5 0.4 -0.2
H 0.2 -0.1 0.2
H 0.0 0.1 0.1
H -0.3 0.2 0.9
H 0.0 -0.3 0.5
H 0.1 0.2 -0.4
H 0.0 0.1 0.1

Calculated values
Net charge   -1
Total energy   -4459.87063 Ha
Strongest force on any atom   0.044 hartree/bohr
E_HOMO   -7.2 eV
Energy above the lowest of the compared OMol25 structures with the same formula, charge and spin   0.0 kcal per mole